# 1
58
Properties=species:S:1:pos:R:3 method="wB97M-V/def2-TZVPD" e_above_lowest_ev=2.891 total_energy_ev=-36512.658 orbital_gap_ev=7.70 charge=0 e_lumo_ev=0.04 largest_force_ev_per_a=0.9 homo_ev=-7.662 smiles="CCCCOc1ccc(C(=O)N/C(=C/C=C/c2ccccc2)C(=O)NCCO)cc1"
O -1.600 1.991 -1.281
O 2.084 -4.307 -0.900
O 4.456 0.992 1.759
O 0.654 -0.520 -1.731
N 0.203 -3.165 -0.477
N -0.044 0.235 0.280
C -1.895 -2.116 -0.077
C 0.394 1.590 0.058
C 4.186 -0.614 -0.080
C 1.572 -3.286 -0.491
C 3.829 -0.041 1.138
C 5.455 1.759 1.114
C 3.508 3.831 -1.563
C 2.002 -1.607 1.316
C 3.454 -1.667 -0.591
C -0.572 -2.023 -0.345
C 4.157 2.607 -0.928
C -6.390 -0.429 0.809
C -2.825 -1.028 -0.074
C -7.385 0.527 0.849
C -7.136 1.807 0.380
C -0.793 2.511 -0.256
C -5.885 2.117 -0.130
C 2.743 -0.571 1.841
C -5.120 -0.131 0.302
C -4.114 -1.172 0.288
C 0.080 -0.714 -0.677
C -4.886 1.165 -0.171
C 4.869 2.967 0.374
C 2.338 -2.153 0.079
H 3.011 3.558 -2.491
H 3.730 -2.110 -1.535
H 4.875 2.177 -1.629
H 3.391 1.855 -0.732
H -4.454 -2.147 0.618
H 4.256 4.589 -1.785
H -3.925 1.429 -0.584
H 6.067 1.149 0.445
H -2.306 -3.101 0.112
H 2.500 -0.144 2.801
H -7.913 2.557 0.409
H -5.688 3.112 -0.502
H -0.599 0.042 1.099
H -1.448 2.603 0.616
H -8.358 0.275 1.245
H 0.939 1.957 0.931
H -0.288 -4.018 -0.725
H -6.590 -1.426 1.175
H -2.465 -0.068 -0.409
H 2.770 4.266 -0.891
H 4.168 3.465 1.047
H 1.067 1.554 -0.804
H -1.040 1.737 -2.024
H -0.416 3.509 -0.519
H 6.092 2.114 1.931
H 1.168 -2.007 1.875
H 5.030 -0.250 -0.643
H 5.683 3.663 0.162



# 2
59
Properties=species:S:1:pos:R:3 method="wB97M-V/def2-TZVPD" e_above_lowest_ev=1.334 total_energy_ev=-47347.554 orbital_gap_ev=9.01 charge=0 e_lumo_ev=0.60 largest_force_ev_per_a=1.2 homo_ev=-8.406 smiles="Cc1ccccc1S(=O)(=O)Cc1ccc(C(=O)NCCCN(C)Cc2ccccc2)o1"
S 2.497 0.523 -2.298
O -2.932 -1.748 -0.171
O 3.380 1.098 -3.281
O 3.117 -0.156 -1.194
O -0.048 0.293 -0.636
N -1.280 -0.174 2.883
N -0.843 -1.918 0.707
C -1.799 -1.319 -0.033
C 1.459 1.905 -1.599
C -2.027 0.739 -1.560
C 1.670 0.541 2.313
C 0.099 1.383 -1.415
C 2.634 1.270 1.641
C 0.769 2.554 3.236
C -1.939 -1.382 3.356
C 1.080 -1.782 -2.372
C 0.732 1.171 3.121
C 0.855 1.001 -4.950
C 0.613 -0.274 -4.209
C -1.096 1.701 -2.003
C 1.311 -0.602 -3.055
C -0.600 -2.355 -3.968
C -1.338 -0.107 -0.733
C -2.207 0.857 2.470
C -1.084 -2.619 3.065
C 1.730 3.290 2.564
C 0.119 -2.666 -2.825
C -0.347 -1.181 -4.653
C -1.147 -3.018 1.588
C -0.308 0.350 3.835
C 2.664 2.651 1.767
H 1.888 1.317 -4.837
H 0.185 -0.493 4.326
H 0.207 1.786 -4.561
H -2.158 -3.345 1.329
H -0.799 0.956 4.617
H 0.005 -1.400 0.881
H 1.663 -1.978 -1.486
H -2.811 1.246 3.306
H -0.906 -0.951 -5.548
H -3.064 0.666 -1.814
H -1.288 2.530 -2.655
H 1.493 2.736 -2.295
H 3.349 0.761 1.012
H 1.751 4.366 2.666
H -1.643 1.683 2.038
H -2.877 0.461 1.710
H -1.439 -3.458 3.665
H -2.161 -1.327 4.435
H -0.047 -2.421 3.343
H 0.046 3.058 3.862
H 3.420 3.226 1.252
H 0.628 0.873 -6.006
H -1.361 -3.031 -4.327
H -0.075 -3.582 -2.290
H 1.942 2.156 -0.657
H 1.655 -0.535 2.221
H -0.448 -3.839 1.397
H -2.888 -1.486 2.826



# 3
61
Properties=species:S:1:pos:R:3 method="wB97M-V/def2-TZVPD" e_above_lowest_ev=2.113 total_energy_ev=-50328.764 orbital_gap_ev=8.13 charge=0 e_lumo_ev=0.24 largest_force_ev_per_a=1.0 homo_ev=-7.892
S 0.501 -0.902 -2.417
O 3.855 -2.291 -1.122
O 3.251 1.098 -0.376
O -5.673 0.125 -0.810
O -0.513 0.501 3.703
N -0.571 -1.892 -0.093
N 1.601 1.914 -1.723
N 1.695 -2.097 -0.436
N 1.596 -1.045 2.652
C 0.443 -1.678 -0.798
C -4.221 -1.785 -0.346
C -3.356 0.421 -0.744
C 2.304 -1.109 -2.531
C 3.063 0.222 -2.605
C -6.814 -0.687 -0.681
C 2.670 1.126 -1.439
C 0.768 4.191 1.073
C -0.527 4.541 0.733
C -4.447 -0.442 -0.631
C 2.731 -1.892 -1.297
C -2.931 -2.252 -0.182
C -1.097 4.025 -0.419
C -0.378 3.160 -1.222
C -0.132 -0.716 4.299
C 0.585 1.103 3.053
C -2.071 -0.048 -0.598
C 0.920 2.796 -0.871
C 1.176 0.175 1.991
C 1.922 -2.802 0.812
C 2.496 -1.904 1.933
C -1.843 -1.398 -0.324
C 1.497 3.322 0.279
C 0.452 -1.687 3.269
H 0.779 -2.601 3.770
H 0.205 2.019 2.598
H 2.504 3.051 0.547
H 0.399 -0.009 1.232
H 4.128 -0.004 -2.519
H -2.105 4.296 -0.696
H 2.869 0.710 -3.561
H 1.131 1.746 -2.603
H 0.621 -0.528 5.080
H 2.949 -2.579 2.667
H 2.525 -1.702 -3.423
H -1.034 -1.129 4.755
H -6.822 -1.491 -1.425
H 2.039 0.646 1.520
H -0.821 2.760 -2.124
H -0.332 -1.931 2.533
H -1.090 5.215 1.360
H 1.222 4.597 1.964
H -6.890 -1.119 0.322
H 3.287 -1.282 1.509
H -3.543 1.464 -0.942
H -5.042 -2.478 -0.242
H -7.665 -0.029 -0.855
H 0.976 -3.249 1.116
H -1.238 0.636 -0.659
H 1.364 1.349 3.790
H 2.657 -3.583 0.597
H -2.756 -3.294 0.041



Please write out number 1 again, unchanged.
58
Properties=species:S:1:pos:R:3 method="wB97M-V/def2-TZVPD" e_above_lowest_ev=2.891 total_energy_ev=-36512.658 orbital_gap_ev=7.70 charge=0 e_lumo_ev=0.04 largest_force_ev_per_a=0.9 homo_ev=-7.662 smiles="CCCCOc1ccc(C(=O)N/C(=C/C=C/c2ccccc2)C(=O)NCCO)cc1"
O -1.600 1.991 -1.281
O 2.084 -4.307 -0.900
O 4.456 0.992 1.759
O 0.654 -0.520 -1.731
N 0.203 -3.165 -0.477
N -0.044 0.235 0.280
C -1.895 -2.116 -0.077
C 0.394 1.590 0.058
C 4.186 -0.614 -0.080
C 1.572 -3.286 -0.491
C 3.829 -0.041 1.138
C 5.455 1.759 1.114
C 3.508 3.831 -1.563
C 2.002 -1.607 1.316
C 3.454 -1.667 -0.591
C -0.572 -2.023 -0.345
C 4.157 2.607 -0.928
C -6.390 -0.429 0.809
C -2.825 -1.028 -0.074
C -7.385 0.527 0.849
C -7.136 1.807 0.380
C -0.793 2.511 -0.256
C -5.885 2.117 -0.130
C 2.743 -0.571 1.841
C -5.120 -0.131 0.302
C -4.114 -1.172 0.288
C 0.080 -0.714 -0.677
C -4.886 1.165 -0.171
C 4.869 2.967 0.374
C 2.338 -2.153 0.079
H 3.011 3.558 -2.491
H 3.730 -2.110 -1.535
H 4.875 2.177 -1.629
H 3.391 1.855 -0.732
H -4.454 -2.147 0.618
H 4.256 4.589 -1.785
H -3.925 1.429 -0.584
H 6.067 1.149 0.445
H -2.306 -3.101 0.112
H 2.500 -0.144 2.801
H -7.913 2.557 0.409
H -5.688 3.112 -0.502
H -0.599 0.042 1.099
H -1.448 2.603 0.616
H -8.358 0.275 1.245
H 0.939 1.957 0.931
H -0.288 -4.018 -0.725
H -6.590 -1.426 1.175
H -2.465 -0.068 -0.409
H 2.770 4.266 -0.891
H 4.168 3.465 1.047
H 1.067 1.554 -0.804
H -1.040 1.737 -2.024
H -0.416 3.509 -0.519
H 6.092 2.114 1.931
H 1.168 -2.007 1.875
H 5.030 -0.250 -0.643
H 5.683 3.663 0.162